Entry 1:
{
  "formula": "C28H36GeIrN6O2S6",
  "method": "the ωB97M-V functional and the def2-TZVPD basis",
  "symbols": ["Ir", "C", "C", "N", "N", "C", "N", "S", "C", "C", "C", "C", "C", "N", "H", "H", "H", "H", "H", "H", "H", "H", "H", "H", "O", "C", "C", "C", "C", "N", "C", "C", "C", "C", "C", "C", "O", "C", "C", "N", "H", "H", "H", "H", "H", "H", "H", "H", "H", "H", "H", "H", "C", "Ge", "C", "C", "C", "H", "H", "H", "H", "H", "H", "H", "H", "H", "H", "H", "C", "S", "C", "C", "S", "S", "C", "S", "S", "H", "H", "H"],
  "coordinates": [[0.61113, -0.54513, 0.46232], [-2.39515, 0.79099, 3.26080], [-1.64769, 0.31763, 2.06001], [-0.51163, -0.28437, 2.12167], [0.02438, -0.62126, 3.33758], [1.09538, -1.44855, 3.34230], [1.52069, -1.89154, 4.51721], [1.84020, -1.92212, 1.90498], [-2.15625, 0.44732, 0.67460], [-3.42506, 0.88572, 0.36474], [-3.83270, 0.87856, -0.96726], [-2.95951, 0.42830, -1.93611], [-1.68652, 0.02463, -1.55329], [-1.29317, 0.03768, -0.28372], [-1.72791, 1.34836, 3.92278], [-2.83567, -0.04009, 3.81932], [-3.20385, 1.45904, 2.98296], [-0.47819, -0.38445, 4.18033], [1.16945, -1.54271, 5.39480], [2.33437, -2.48566, 4.54511], [-4.10099, 1.22372, 1.13560], [-4.82249, 1.22552, -1.23329], [-3.24589, 0.38535, -2.97814], [-0.96315, -0.32021, -2.28043], [-1.41384, -5.79462, -3.66637], [-2.15297, -5.56990, -2.49048], [-1.47327, -4.49082, -1.69630], [-1.94748, -4.12869, -0.43804], [-1.31692, -3.11296, 0.24542], [-0.25159, -2.47132, -0.23873], [0.23614, -2.83468, -1.43285], [-0.36119, -3.82744, -2.19423], [1.41912, -2.06920, -1.90626], [2.22086, -2.52722, -2.93078], [3.26865, -1.74344, -3.40112], [4.10941, -2.21049, -4.56618], [4.07691, -3.60742, -4.73507], [3.46503, -0.50848, -2.80383], [2.65523, -0.11979, -1.75523], [1.65851, -0.88290, -1.29074], [-1.78114, -6.54562, -4.14254], [-2.22270, -6.46923, -1.86950], [-3.17581, -5.24376, -2.71333], [-2.79895, -4.62921, 0.00518], [-1.66932, -2.79228, 1.21924], [0.01220, -4.09106, -3.17214], [2.04867, -3.49579, -3.37810], [5.12631, -1.82100, -4.47715], [3.68006, -1.77922, -5.47384], [4.73110, -4.02126, -4.16262], [4.25327, 0.15612, -3.13317], [2.80032, 0.83024, -1.26766], [3.76483, 3.09416, 2.28201], [2.09595, 2.15210, 2.62613], [2.34852, 1.29261, 4.37270], [0.66698, 3.46721, 2.81161], [1.94510, 0.99011, 1.02863], [3.94652, 3.82768, 3.06938], [3.74183, 3.62083, 1.32773], [4.60198, 2.39455, 2.27954], [2.93791, 1.98232, 4.97835], [2.91584, 0.36579, 4.29386], [1.41429, 1.11126, 4.90922], [0.93037, 4.15045, 3.62129], [-0.29949, 3.01542, 3.05020], [0.55806, 4.04904, 1.89929], [2.93716, 0.52933, 0.97336], [1.89505, 1.75938, 0.24993], [-2.52516, 5.11022, 1.26303], [-3.74470, 4.58282, 0.04033], [-2.88782, 4.02554, -1.34958], [-1.61706, 3.43550, -1.48975], [-0.52981, 2.99604, -0.31188], [-1.19044, 3.06143, -3.15345], [-2.67114, 3.52739, -3.93187], [-2.95788, 3.43265, -5.51354], [-3.83920, 4.15755, -2.78941], [-3.13026, 5.55354, 2.05314], [-1.87127, 5.86869, 0.83903], [-1.94255, 4.28109, 1.64223]],
  "forces_ev_per_angstrom": [[-0.9, -2.5, 1.4], [0.0, -0.1, 0.0], [-0.3, 0.1, -0.4], [0.3, 0.5, 0.0], [0.1, -0.1, -0.1], [-0.1, 0.1, 0.2], [0.0, -0.1, 0.0], [0.8, 0.2, -0.2], [0.3, 0.0, 0.4], [-0.2, -0.1, -0.2], [0.0, 0.0, 0.2], [0.0, -0.2, 0.0], [-0.2, -0.1, 0.0], [0.4, 1.1, -0.5], [0.0, 0.0, 0.0], [0.0, 0.0, 0.0], [0.0, 0.0, 0.0], [0.0, 0.0, 0.0], [0.0, 0.0, 0.0], [0.0, 0.0, 0.0], [0.0, 0.0, 0.0], [0.0, 0.0, 0.0], [0.0, 0.0, 0.0], [0.0, 0.1, 0.0], [0.0, 0.0, 0.0], [0.0, 0.0, 0.0], [0.0, 0.0, 0.0], [0.0, 0.0, 0.0], [0.0, 0.0, 0.1], [-0.2, 0.3, -0.4], [0.1, 0.0, 0.0], [0.0, -0.1, 0.0], [-0.1, 0.0, 0.0], [0.0, 0.0, -0.1], [0.0, 0.0, 0.0], [0.0, -0.1, 0.0], [-0.1, 0.0, 0.1], [0.0, 0.0, 0.0], [0.0, 0.0, -0.1], [0.2, -0.2, 0.0], [0.0, 0.0, 0.0], [0.0, 0.0, 0.0], [0.0, 0.0, 0.0], [0.0, 0.0, 0.0], [0.0, 0.0, 0.0], [0.0, 0.0, 0.0], [0.0, 0.0, 0.0], [0.0, 0.0, 0.0], [0.0, 0.0, 0.0], [0.0, 0.0, 0.0], [0.0, 0.0, 0.0], [0.0, 0.0, 0.1], [0.1, 0.1, 0.1], [0.2, -0.1, -0.2], [0.0, 0.0, 0.1], [-0.1, 0.0, 0.1], [-0.7, 0.4, -0.2], [0.0, 0.0, 0.0], [0.0, 0.0, 0.0], [0.0, 0.0, 0.0], [0.0, 0.0, 0.0], [0.0, 0.0, 0.0], [0.0, 0.0, 0.0], [0.0, 0.0, 0.0], [0.0, 0.0, 0.0], [0.0, 0.0, 0.0], [0.0, 0.0, -0.1], [0.1, 0.0, 0.0], [0.0, 0.1, -0.1], [0.0, -0.1, 0.1], [0.1, 0.0, -0.1], [-0.1, 0.1, 0.0], [0.0, 0.3, -0.1], [0.1, 0.1, -0.1], [0.0, 0.0, 0.2], [-0.1, -0.1, -0.2], [0.0, 0.1, 0.0], [0.0, 0.0, 0.0], [0.0, 0.0, 0.0], [0.0, 0.0, 0.0]],
  "lowdin_charge": [1.0996, 0.0191, -0.2230, -0.1036, 0.0427, -0.7749, 0.1489, 0.7909, -0.2453, 0.0099, -0.0230, -0.0293, -0.1153, -0.0723, 0.0906, 0.1128, 0.0880, 0.1525, 0.1348, 0.1269, 0.1201, 0.1314, 0.1302, 0.1252, -0.0392, -0.1962, -0.1438, 0.0206, -0.1008, -0.0536, -0.1957, 0.0770, -0.1778, 0.0688, -0.1422, -0.1921, -0.0331, 0.0311, -0.0735, -0.0647, 0.1107, 0.1421, 0.1416, 0.1330, 0.1168, 0.1253, 0.1301, 0.1371, 0.1458, 0.1078, 0.1350, 0.1005, -0.2104, 0.7312, -0.2244, -0.2381, -0.5003, 0.0300, 0.0274, 0.0290, 0.0331, 0.0104, 0.0032, 0.0361, -0.0079, -0.0257, -0.0171, -0.0575, -0.3646, 0.8983, -0.9744, -1.1035, 0.7618, 0.9025, -1.4877, 0.6791, 0.9372, 0.0476, 0.0611, -0.0237],
  "e_homo_ha": [-0.4472, -0.4731],
  "lumo_energy_ev": [-6.172, -6.605],
  "multiplicity": 2,
  "energy_ha": -6137.4881,
  "orbital_gap_ev": [6.0, 6.3],
  "charge": 2,
  "de_lowest_kcal_mol": 0.0,
  "max_force_ev_per_a": 2.98
}

Entry 2:
{
  "formula": "C28H36IrN4SSi2",
  "method": "the ωB97M-V functional and the def2-TZVPD basis",
  "symbols": ["Ir", "C", "Si", "C", "C", "C", "C", "C", "C", "C", "C", "N", "Si", "C", "C", "C", "H", "H", "H", "H", "H", "H", "H", "H", "H", "H", "H", "H", "H", "H", "H", "H", "H", "H", "H", "H", "H", "H", "C", "C", "C", "C", "C", "C", "C", "C", "C", "C", "C", "C", "C", "C", "C", "N", "H", "H", "H", "H", "H", "H", "H", "H", "H", "H", "N", "C", "N", "S", "H", "H", "H", "H"],
  "coordinates": [[-0.69495, 0.16284, 0.03088], [3.71169, 1.04903, -2.45030], [1.96764, 0.48067, -2.06293], [0.77917, 1.52395, -3.08851], [1.78650, -1.25700, -2.74336], [1.48114, 0.73434, -0.24389], [1.03032, 2.15603, -0.15119], [1.74281, 3.35291, -0.23216], [1.05682, 4.54664, -0.15813], [-0.32844, 4.54319, 0.01146], [-0.97841, 3.33391, 0.09668], [-0.30282, 2.18280, 0.01051], [2.56636, 0.38647, 1.28693], [2.15143, -1.11113, 2.35021], [2.35383, 1.82535, 2.48671], [4.38676, 0.24229, 0.86374], [3.87615, 1.01079, -3.53049], [4.46532, 0.41766, -1.97883], [3.89100, 2.07903, -2.13201], [0.98609, 1.35151, -4.14764], [0.87021, 2.59698, -2.90852], [-0.26522, 1.24226, -2.91396], [1.83772, -1.16856, -3.83242], [0.82769, -1.71763, -2.49740], [2.58008, -1.93915, -2.43556], [2.81652, 3.32266, -0.36150], [1.58936, 5.48621, -0.23161], [-0.89156, 5.46338, 0.06787], [-2.04873, 3.26741, 0.23662], [1.09147, -1.36517, 2.38100], [2.45727, -0.86474, 3.37117], [2.70002, -2.00403, 2.05633], [1.30806, 1.91290, 2.79987], [2.68164, 2.79340, 2.11131], [2.94257, 1.60159, 3.38005], [4.59304, -0.64078, 0.25318], [4.97463, 0.14997, 1.78088], [4.75148, 1.11463, 0.31812], [-4.70060, 1.07815, -1.39781], [-5.38285, -0.07739, -1.03610], [-4.67055, -1.15703, -0.53393], [-3.29412, -1.04673, -0.33658], [-2.61959, 0.16113, -0.56503], [-3.33684, 1.19663, -1.16280], [-2.41908, -2.18280, -0.02748], [-2.92573, -3.49525, 0.08756], [-2.07168, -4.54182, 0.20257], [-0.68341, -4.31136, 0.16378], [0.24540, -5.37500, 0.20956], [1.58341, -5.12744, 0.13103], [2.03539, -3.80069, 0.00267], [1.15736, -2.75466, -0.02793], [-0.22599, -2.97966, 0.05526], [-1.11315, -1.91900, 0.00038], [-5.23634, 1.89523, -1.86544], [-6.44927, -0.15889, -1.19672], [-5.19565, -2.07887, -0.32284], [-2.83130, 2.10091, -1.47804], [-3.99209, -3.65521, 0.06941], [-2.44095, -5.55610, 0.29337], [-0.13297, -6.38571, 0.29718], [2.29631, -5.94012, 0.15824], [3.09838, -3.60603, -0.07155], [1.49718, -1.73939, -0.13563], [-3.83388, 1.35665, 1.97219], [-2.61874, 1.36636, 2.47955], [-2.24312, 2.32845, 3.31053], [-1.48072, 0.06527, 2.16780], [-4.49177, 2.10621, 2.12463], [-4.08008, 0.63624, 1.30538], [-2.87163, 3.04892, 3.63180], [-1.31600, 2.28638, 3.70187]],
  "forces_ev_per_angstrom": [[0.0, 0.4, 0.2], [0.0, 0.1, 0.0], [0.0, 0.0, 0.0], [0.0, 0.0, 0.0], [0.0, 0.0, 0.0], [-0.1, -0.1, -0.1], [0.0, 0.0, -0.1], [0.0, 0.0, -0.1], [0.0, 0.0, 0.0], [0.0, 0.0, 0.0], [0.0, 0.0, 0.1], [0.1, -0.2, 0.0], [0.1, 0.0, 0.0], [0.0, 0.0, 0.0], [0.0, 0.0, 0.0], [0.0, 0.0, 0.0], [0.0, 0.0, 0.0], [0.0, 0.0, 0.0], [0.0, 0.0, 0.0], [0.0, 0.0, 0.0], [0.0, 0.0, 0.0], [0.0, 0.0, 0.0], [0.0, 0.0, 0.0], [0.0, 0.0, 0.0], [0.0, 0.0, 0.0], [0.0, 0.0, 0.0], [0.0, 0.0, 0.0], [0.0, 0.0, 0.0], [0.0, 0.0, 0.0], [0.0, 0.0, 0.0], [0.0, 0.0, 0.0], [0.0, 0.0, 0.0], [0.0, 0.0, 0.0], [0.0, 0.0, 0.0], [0.0, 0.0, 0.0], [0.0, 0.0, 0.0], [0.0, 0.0, 0.0], [0.0, 0.0, 0.0], [0.0, 0.0, 0.0], [0.0, -0.1, 0.0], [-0.1, 0.1, -0.1], [0.0, 0.0, 0.0], [0.0, -0.1, 0.0], [0.1, 0.1, 0.0], [-0.1, -0.1, -0.1], [0.0, 0.0, 0.1], [-0.1, -0.1, 0.0], [0.1, 0.0, 0.0], [-0.1, 0.0, 0.0], [0.1, 0.0, 0.0], [0.0, 0.0, 0.0], [0.0, 0.0, 0.0], [0.0, 0.0, 0.1], [0.2, -0.1, -0.2], [0.0, 0.0, 0.0], [0.0, 0.0, 0.0], [0.0, 0.0, 0.0], [0.0, 0.0, 0.1], [0.0, 0.0, 0.0], [0.0, 0.0, 0.0], [0.0, 0.0, 0.0], [0.0, 0.0, 0.0], [0.0, 0.0, 0.0], [0.0, 0.0, 0.0], [0.0, 0.1, -0.1], [0.0, -0.2, 0.0], [0.0, 0.0, 0.1], [-0.1, 0.3, 0.1], [0.0, 0.0, 0.0], [0.0, 0.0, 0.0], [0.0, 0.0, 0.0], [0.0, 0.0, 0.0]],
  "lowdin_charge": [1.0943, -0.1692, 0.4397, -0.1676, -0.1746, -0.4444, -0.4626, -0.0341, -0.0260, -0.0404, -0.1136, -0.0686, 0.4564, -0.1788, -0.1642, -0.1744, 0.0402, 0.0208, 0.0268, 0.0408, 0.0337, 0.0232, 0.0422, 0.0245, 0.0329, 0.1238, 0.1206, 0.1108, 0.1023, -0.0015, 0.0411, 0.0247, 0.0193, 0.0266, 0.0410, 0.0315, 0.0399, 0.0271, -0.0808, -0.0794, -0.0288, -0.2351, -0.3040, -0.1171, -0.2298, 0.0173, 0.0221, -0.1431, -0.0177, -0.0513, -0.0511, -0.0785, -0.1715, -0.0229, 0.1102, 0.1090, 0.1082, 0.0883, 0.1095, 0.1302, 0.1207, 0.1132, 0.1181, 0.0403, 0.1751, -0.7580, 0.1445, 0.7425, 0.1384, 0.0809, 0.1305, 0.1056],
  "e_homo_ha": -0.3720,
  "lumo_energy_ev": -3.630,
  "multiplicity": 1,
  "energy_ha": -2389.0123,
  "orbital_gap_ev": 6.5,
  "charge": 1,
  "de_lowest_kcal_mol": 32.9,
  "max_force_ev_per_a": 0.42
}

Entry 3:
{
  "formula": "C28H37FN6STl",
  "method": "the ωB97M-V functional and the def2-TZVPD basis",
  "symbols": ["Tl", "C", "C", "N", "C", "S", "N", "N", "C", "C", "C", "C", "C", "C", "C", "N", "H", "H", "H", "H", "H", "H", "H", "H", "H", "H", "H", "H", "H", "C", "C", "C", "C", "C", "C", "C", "N", "C", "C", "C", "C", "C", "C", "C", "N", "C", "C", "C", "C", "H", "H", "H", "H", "H", "H", "H", "H", "H", "H", "H", "H", "H", "H", "H", "H", "H", "H", "H", "H", "H", "H", "H", "H", "F"],
  "coordinates": [[-2.37084, 1.53554, -0.94067], [2.13574, 3.09319, 4.49661], [0.72388, 3.50870, 4.91426], [-0.29676, 2.57538, 4.46629], [-0.63351, 2.44027, 3.12271], [-1.32818, 0.94090, 2.69790], [-0.32580, 3.50741, 2.40863], [-0.66244, 3.54145, 1.10358], [-0.16745, 4.52903, 0.42816], [0.72698, 5.57464, 1.06050], [-0.43510, 4.68121, -1.02041], [0.14012, 5.77908, -1.68193], [-0.08099, 5.97886, -3.03193], [-0.87438, 5.08559, -3.72480], [-1.38242, 4.00289, -3.02362], [-1.17127, 3.79743, -1.73032], [2.88150, 3.81059, 4.85016], [2.17974, 3.03996, 3.40740], [2.37814, 2.10605, 4.89808], [0.48817, 4.47783, 4.48057], [0.65515, 3.58768, 6.00189], [-0.33373, 1.68609, 4.93565], [0.90166, 5.29299, 2.09114], [0.25493, 6.56134, 1.04389], [1.68764, 5.64553, 0.54316], [0.76778, 6.46885, -1.13961], [0.35912, 6.83130, -3.53610], [-1.10214, 5.22399, -4.77314], [-2.03346, 3.26999, -3.49758], [-1.31748, -5.64058, -2.16454], [-2.12411, -4.70887, -3.07263], [-1.84604, -5.09952, -4.53126], [-3.61532, -4.90345, -2.75932], [-1.76915, -3.24107, -2.86000], [-2.35894, -2.25833, -3.65351], [-2.06084, -0.93016, -3.41420], [-1.20286, -0.53330, -2.47830], [-0.61725, -1.45360, -1.71259], [-0.89732, -2.81300, -1.87056], [0.28164, -0.93955, -0.63502], [0.93572, -1.79027, 0.25777], [1.70200, -1.27334, 1.29106], [1.79276, 0.11338, 1.37356], [1.11834, 0.88800, 0.45005], [0.38272, 0.38526, -0.53473], [2.39172, -2.14369, 2.33404], [2.14052, -3.63524, 2.10372], [3.90473, -1.89046, 2.29278], [1.84006, -1.77057, 3.72019], [-1.60328, -6.67575, -2.35984], [-1.51295, -5.43338, -1.11071], [-0.24504, -5.54438, -2.34871], [-2.01817, -6.16962, -4.66994], [-0.80930, -4.88023, -4.79520], [-2.49411, -4.55905, -5.22229], [-3.90223, -5.94923, -2.89662], [-4.23935, -4.28681, -3.40785], [-3.82328, -4.61917, -1.72577], [-3.05712, -2.51722, -4.43919], [-2.54683, -0.12858, -3.96586], [-0.44257, -3.52517, -1.19967], [0.82624, -2.85812, 0.14481], [2.36966, 0.59133, 2.15499], [1.15164, 1.97147, 0.50412], [2.56042, -3.97118, 1.15251], [1.07206, -3.85968, 2.11686], [2.61360, -4.21051, 2.90185], [4.30573, -2.11853, 1.30268], [4.41230, -2.52250, 3.02597], [4.13727, -0.84949, 2.52156], [0.75189, -1.85759, 3.73040], [2.09469, -0.74414, 3.98689], [2.25382, -2.43627, 4.48230], [-3.61806, 2.21839, -2.87021]],
  "forces_ev_per_angstrom": [[-0.5, 0.2, 0.2], [-0.1, 0.0, 0.0], [-0.1, -0.1, -0.2], [0.1, 0.1, -0.1], [-0.1, -0.2, 0.1], [-0.2, 0.0, -0.1], [0.2, 0.4, 0.2], [-0.1, -0.2, -0.6], [0.0, -0.1, 0.4], [0.0, -0.1, 0.0], [0.1, 0.0, -0.6], [0.0, 0.0, 0.1], [0.0, 0.0, -0.1], [0.1, 0.1, 0.1], [-0.2, -0.2, -0.2], [0.3, 0.3, 0.7], [0.0, 0.0, 0.0], [0.0, 0.0, 0.0], [0.0, 0.0, 0.0], [0.0, 0.1, 0.1], [0.0, 0.0, 0.0], [0.0, 0.0, 0.0], [0.0, 0.0, 0.1], [0.0, 0.0, 0.0], [0.0, 0.0, 0.0], [-0.1, 0.0, 0.0], [0.0, 0.0, 0.0], [0.0, -0.1, 0.0], [-0.1, 0.0, 0.1], [0.0, 0.1, 0.0], [0.0, -0.1, 0.0], [0.0, 0.0, 0.0], [0.0, 0.0, 0.0], [0.0, 0.0, 0.0], [0.0, 0.0, 0.0], [0.0, 0.1, -0.1], [0.1, -0.1, -0.1], [-0.2, 0.0, -0.1], [0.1, 0.0, 0.1], [0.2, 0.2, 0.3], [-0.2, -0.1, -0.2], [0.1, 0.2, 0.0], [0.1, -0.2, -0.1], [0.0, 0.1, -0.1], [0.1, -0.1, -0.2], [0.0, -0.1, 0.1], [0.0, 0.1, 0.0], [0.0, 0.0, 0.0], [0.0, 0.0, -0.1], [0.0, 0.0, 0.0], [0.0, 0.0, 0.0], [0.0, 0.0, 0.0], [0.0, 0.0, 0.0], [0.0, 0.0, 0.0], [0.0, 0.0, 0.0], [0.0, 0.0, 0.0], [0.0, 0.0, 0.0], [0.0, 0.0, 0.0], [0.0, 0.0, 0.0], [0.0, 0.0, 0.0], [0.0, 0.0, -0.1], [0.0, 0.0, 0.0], [-0.1, 0.0, 0.0], [0.0, -0.1, 0.0], [0.0, 0.0, 0.0], [0.0, 0.0, 0.0], [0.0, 0.0, 0.0], [0.0, 0.0, 0.0], [0.0, 0.0, 0.0], [0.0, 0.0, 0.0], [0.0, 0.1, 0.0], [-0.1, 0.0, 0.0], [0.0, 0.0, 0.0], [0.3, -0.3, 0.1]],
  "nbo_charge": [0.8245, -0.6239, -0.2164, -0.6261, 0.2893, -0.4445, -0.5308, -0.1889, 0.1401, -0.6898, 0.1827, -0.2683, -0.1716, -0.2875, 0.0635, -0.4719, 0.1945, 0.2190, 0.1905, 0.2138, 0.1776, 0.3882, 0.2544, 0.2074, 0.2019, 0.2118, 0.2002, 0.2091, 0.2615, -0.6087, -0.0708, -0.5987, -0.5981, 0.0245, -0.2260, 0.0388, -0.4498, 0.2695, -0.2868, 0.1435, -0.2906, 0.1268, -0.2054, 0.0588, -0.4195, -0.1185, -0.6051, -0.5944, -0.5998, 0.2068, 0.2120, 0.2104, 0.2020, 0.2123, 0.2085, 0.2005, 0.2114, 0.2168, 0.2017, 0.2282, 0.2106, 0.2059, 0.2037, 0.2095, 0.2043, 0.2127, 0.2060, 0.2072, 0.1997, 0.2103, 0.2326, 0.2125, 0.1942, -0.9196],
  "e_homo_ha": -0.1462,
  "lumo_energy_ev": 2.265,
  "multiplicity": 1,
  "energy_ha": -2088.3268,
  "orbital_gap_ev": 6.2,
  "charge": -1,
  "max_force_ev_per_a": 0.84
}